The molecule C3H4OS2. Source: the Open Molecules 2025 dataset; level of theory: the ωB97M-V functional and the def2-TZVPD basis.

Last columns: bonded neighbours and bond lengths (Å).
Geometry (Å):
1 C 2.26 0.53 -0.09  C2 1.398, S5 1.768, S6 1.818
2 C 0.90 0.79 0.11  C1 1.398, C3 1.528, H7 1.045
3 C -0.06 -0.40 0.02  C2 1.528, H8 1.120, H9 1.034, H10 1.155
4 O 3.57 -1.76 0.54  S6 1.449
5 S 3.82 1.33 0.10  C1 1.768, S6 2.166
6 S 3.50 -0.73 -0.49  C1 1.818, O4 1.449, S5 2.166
7 H 0.52 1.60 0.65  C2 1.045
8 H 0.51 -1.35 0.14  C3 1.120
9 H -0.51 -0.45 -0.91  C3 1.034
10 H -0.85 -0.06 0.79  C3 1.155

Output
* HOMO level: -8.832 eV
* Kohn-Sham gap: 8.51 eV
* lowest unoccupied orbital energy: -0.321 eV
* maximum force: 0.109 hartree/bohr

These are the Mulliken partial charges, in e, on atoms 1 to 2: -0.2268 0.1379

The molecule C3H4OS2. Source: the Open Molecules 2025 dataset; level of theory: the ωB97M-V functional and the def2-TZVPD basis.

Last columns: bonded neighbours and bond lengths (Å).
Geometry (Å):
1 C 0.04 -0.31 0.49  C2 1.469, H7 1.027, H8 1.081, H9 1.140
2 C 0.46 1.09 0.40  C1 1.469, C3 1.337, O6 1.539
3 C -0.07 1.97 -0.46  C2 1.337, S4 1.788, H10 1.056
4 S 0.58 3.62 -0.26  C3 1.788, S5 2.124
5 S 1.08 3.08 1.73  S4 2.124, O6 1.638
6 O 1.61 1.58 1.30  C2 1.539, S5 1.638
7 H 0.46 -1.05 1.07  C1 1.027
8 H 0.21 -0.78 -0.47  C1 1.081
9 H -1.07 -0.42 0.75  C1 1.140
10 H -0.97 1.93 -1.01  C3 1.056

Output
* HOMO level: -8.318 eV
* Kohn-Sham gap: 8.47 eV
* lowest unoccupied orbital energy: 0.153 eV
* maximum force: 0.068 hartree/bohr
* SMILES: CC1=CSSO1

These are the Mulliken partial charges, in e, on atoms 1 to 2: -1.2440 0.5350

The molecule C3H4P2. Source: the Open Molecules 2025 dataset; level of theory: the ωB97M-V functional and the def2-TZVPD basis.

Last columns: bonded neighbours and bond lengths (Å).
Geometry (Å):
1 H -2.49 -0.23 0.44  P2 1.348
2 P -2.45 0.42 -0.75  H1 1.348, C3 1.708
3 C -0.75 0.42 -0.91  P2 1.708, C4 1.382, H7 1.146
4 C 0.19 0.16 0.07  C3 1.382, P5 1.876, C6 1.308
5 P 0.92 -0.35 1.72  C4 1.876, C6 1.806, H8 1.517
6 C 1.49 0.08 0.06  C4 1.308, P5 1.806, H9 1.063
7 H -0.15 0.80 -1.80  C3 1.146
8 H 0.91 -1.85 1.52  P5 1.517
9 H 2.34 0.55 -0.36  C6 1.063

Output
* HOMO level: -8.470 eV
* Kohn-Sham gap: 7.66 eV
* lowest unoccupied orbital energy: -0.808 eV
* maximum force: 0.058 hartree/bohr
* SMILES: [H]/P=C\C1=[PH]=C1

These are the Mulliken partial charges, in e, on atoms 1 to 2: -0.0052 -0.0427

The molecule C3H4P2. Source: the Open Molecules 2025 dataset; level of theory: the ωB97M-V functional and the def2-TZVPD basis.

Last columns: bonded neighbours and bond lengths (Å).
Geometry (Å):
1 C 1.32 0.06 0.86  C3 1.330, H6 0.998, H7 1.085
2 C -0.62 0.44 -0.82  C3 1.510, P5 1.887, H8 1.061, H9 1.002
3 C 0.24 -0.30 0.17  C1 1.330, C2 1.510, P4 1.847
4 P -0.89 -1.69 0.59  C3 1.847, P5 2.090
5 P -2.21 -0.55 -0.57  C2 1.887, P4 2.090
6 H 1.59 1.02 0.80  C1 0.998
7 H 1.90 -0.65 1.45  C1 1.085
8 H -0.83 1.47 -0.69  C2 1.061
9 H -0.51 0.21 -1.79  C2 1.002

Output
* HOMO level: -8.631 eV
* Kohn-Sham gap: 7.85 eV
* lowest unoccupied orbital energy: -0.778 eV
* maximum force: 0.077 hartree/bohr

These are the Mulliken partial charges, in e, on atoms 1 to 2: -0.6684 -0.6684

The molecule C3H4P2. Source: the Open Molecules 2025 dataset; level of theory: the ωB97M-V functional and the def2-TZVPD basis.

Last columns: bonded neighbours and bond lengths (Å).
Geometry (Å):
1 C 0.42 0.18 -0.19  C2 1.460, H6 1.144, H7 1.080, H8 1.091
2 C -0.42 0.26 1.00  C1 1.460, P3 1.822, H9 1.090
3 P -0.43 -0.74 2.52  C2 1.822, C4 2.041
4 C 0.76 -2.05 3.53  P3 2.041, P5 1.543
5 P 1.40 -2.89 4.66  C4 1.543
6 H -0.02 0.64 -1.14  C1 1.144
7 H 0.48 -0.89 -0.37  C1 1.080
8 H 1.47 0.48 -0.13  C1 1.091
9 H -1.47 0.55 0.90  C2 1.090

Output
* HOMO level (alpha / beta): -8.816 / -8.816 eV
* Kohn-Sham gap (alpha / beta): 7.98 / 7.98 eV
* lowest unoccupied orbital energy (alpha / beta): -0.836 / -0.838 eV
* maximum force: 0.090 hartree/bohr
* SMILES: C/C=P\C#P

These are the Mulliken partial charges, in e, on atoms 1 to 2: -0.8237 -0.2482

A cluster of 2 separate species, C3H4P2S in total. Source: the Open Molecules 2025 dataset; level of theory: the ωB97M-V functional and the def2-TZVPD basis.

Last columns: bonded neighbours and bond lengths (Å).
Geometry (Å):
1 C 0.18 -0.42 0.65  C2 1.377, C3 1.319, H7 1.081
2 C 0.59 -1.70 0.32  C1 1.377, S6 1.612, H8 1.046
3 C 0.31 0.65 -0.11  C1 1.319, H9 1.123, H10 1.114
4 P 5.43 -0.32 1.08  P5 1.928
5 P 4.47 1.05 0.13  P4 1.928
6 S 0.38 -2.49 -1.06  C2 1.612
7 H -0.31 -0.46 1.61  C1 1.081
8 H 0.90 -2.21 1.18  C2 1.046
9 H 0.03 1.74 -0.03  C3 1.123
10 H 0.70 0.51 -1.14  C3 1.114

Output
* HOMO level: -8.782 eV
* Kohn-Sham gap: 8.00 eV
* lowest unoccupied orbital energy: -0.786 eV
* maximum force: 0.063 hartree/bohr

These are the Mulliken partial charges, in e, on atoms 1 to 2: 0.1452 -0.3448

Calculated ΔE to the lowest compared entry with this formula, charge and spin, 64.2, 56.4, 46.4, 10.3, 65.2, 0.0 kcal/mol (same order as the records).